Entry 1:
Computed, not measured: a molecular structure, C14H17B3F2INO3 at a distorted geometry, with the ωB97M-V functional and the def2-TZVPD basis.

Each line ends with the Mulliken charge.
Cartesian coordinates (Å):
C  6.480  -1.080  0.406  -0.988
C  5.784  0.265  0.357  -0.511
N  4.531  0.289  -0.410  -0.343
B  3.390  -0.318  0.210  0.294
O  2.363  0.395  0.753  -0.505
B  1.358  -0.454  1.111  1.049
O  0.932  -1.332  0.119  -0.498
B  1.998  -2.092  -0.216  0.251
I  1.844  -3.811  -1.472  -0.072
O  3.213  -1.725  0.267  -0.233
H  5.950  -1.749  1.074  0.220
H  6.479  -1.557  -0.566  0.293
H  7.491  -0.985  0.781  0.392
H  6.457  1.027  -0.018  0.334
H  5.548  0.560  1.375  0.313
H  4.676  -0.100  -1.336  0.217
H  0.935  -0.519  2.216  -0.170
F  -5.805  0.989  2.201  -0.313
C  -4.508  0.901  2.559  0.421
C  -3.562  0.685  1.579  -0.513
C  -2.229  0.598  1.956  0.172
C  -1.867  0.720  3.290  -0.662
C  -2.841  0.934  4.254  -0.269
C  -4.176  1.029  3.891  -0.600
H  -3.867  0.586  0.548  0.467
H  -1.473  0.436  1.202  0.112
H  -0.827  0.649  3.578  0.337
H  -2.562  1.027  5.294  0.372
H  -4.951  1.201  4.625  0.419
F  -2.996  -1.552  -5.211  -0.322
C  -2.782  -0.630  -4.251  0.439
C  -3.239  0.657  -4.450  -0.521
C  -3.011  1.601  -3.461  -0.346
C  -2.333  1.252  -2.302  -0.560
C  -1.886  -0.051  -2.128  -0.024
C  -2.113  -1.005  -3.105  -0.633
H  -3.759  0.907  -5.364  0.423
H  -3.365  2.614  -3.598  0.371
H  -2.154  1.995  -1.536  0.452
H  -1.353  -0.335  -1.233  0.281
H  -1.771  -2.025  -2.989  0.454

Its LUMO energy is 0.334 eV. The value obtained for the HOMO energy is -9.34 eV. As for the multiplicity: 1. Its energy is -1396.43505 a.u.

Entry 2:
Computed, not measured: 14 unconnected molecules or ions with the total composition C28H84O21 at a distorted geometry, with the ωB97M-V functional and the def2-TZVPD basis.

Each line ends with the Mulliken charge.
Cartesian coordinates (Å):
C  3.119  4.544  5.384  -1.178
C  2.393  3.324  4.920  -0.047
O  1.251  3.341  5.668  -0.506
H  3.418  4.426  6.426  0.283
H  2.561  5.480  5.346  0.294
H  4.032  4.722  4.816  0.366
H  3.032  2.446  5.013  0.226
H  2.105  3.267  3.870  0.276
H  0.704  2.633  5.320  0.289
C  -5.860  -5.042  3.245  -1.047
C  -5.710  -5.667  4.673  -0.162
O  -6.007  -4.678  5.644  -0.522
H  -6.853  -4.629  3.069  0.309
H  -5.717  -5.829  2.505  0.335
H  -5.185  -4.246  2.929  0.277
H  -4.704  -6.049  4.844  0.250
H  -6.381  -6.502  4.873  0.265
H  -6.020  -5.103  6.505  0.294
C  0.158  -3.259  6.593  -1.013
C  1.485  -2.530  6.559  -0.178
O  1.884  -2.375  5.218  -0.499
H  -0.750  -2.743  6.282  0.277
H  -0.059  -3.479  7.638  0.331
H  0.208  -4.172  6.000  0.271
H  2.272  -3.068  7.086  0.284
H  1.421  -1.544  7.021  0.252
H  2.825  -2.189  5.204  0.279
C  -5.803  -3.280  -3.365  -1.035
C  -4.520  -2.468  -3.461  -0.148
O  -3.637  -3.017  -4.410  -0.518
H  -6.468  -2.738  -2.694  0.334
H  -5.676  -4.331  -3.105  0.292
H  -6.287  -3.234  -4.340  0.273
H  -4.024  -2.273  -2.509  0.253
H  -4.738  -1.424  -3.682  0.256
H  -2.967  -2.331  -4.466  0.294
C  0.201  -0.496  -0.023  -0.991
C  -0.995  -0.488  0.898  -0.189
O  -0.617  -0.021  2.147  -0.452
H  -0.057  -0.840  -1.024  0.341
H  1.043  -1.032  0.415  0.292
H  0.606  0.480  -0.288  0.260
H  -1.523  -1.436  1.006  0.225
H  -1.720  0.158  0.401  0.240
H  -0.047  -0.682  2.548  0.267
C  -4.165  3.777  -3.338  -1.126
C  -5.379  3.879  -2.513  -0.070
O  -4.899  4.204  -1.165  -0.505
H  -3.439  3.005  -3.085  0.292
H  -3.577  4.692  -3.261  0.274
H  -4.340  3.684  -4.410  0.362
H  -5.851  2.897  -2.526  0.256
H  -6.071  4.637  -2.880  0.243
H  -5.573  3.984  -0.517  0.278
C  -0.739  -6.334  1.420  -1.151
C  -1.136  -6.163  -0.018  -0.034
O  -1.405  -7.461  -0.471  -0.516
H  -1.542  -6.808  1.984  0.290
H  -0.647  -5.360  1.901  0.323
H  0.116  -6.958  1.681  0.321
H  -0.382  -5.620  -0.587  0.285
H  -1.989  -5.485  0.020  0.177
H  -1.512  -7.357  -1.419  0.305
C  -5.115  1.112  5.241  -0.206
C  -4.347  2.355  5.694  -0.495
O  -5.168  3.417  6.067  -0.523
O  -6.059  0.596  6.115  -0.524
H  -4.502  0.234  5.036  0.328
H  -5.587  1.370  4.293  0.171
H  -3.606  2.671  4.960  0.286
H  -3.844  2.124  6.633  0.310
H  -5.490  3.125  6.923  0.321
H  -5.926  -0.354  6.164  0.333
C  1.052  7.058  -4.441  -0.508
C  1.582  5.664  -4.155  -0.255
O  1.809  5.463  -2.765  -0.478
O  1.898  8.088  -3.983  -0.497
H  0.091  7.166  -3.938  0.299
H  0.815  7.239  -5.490  0.311
H  2.554  5.643  -4.647  0.268
H  0.917  4.909  -4.573  0.259
H  1.013  5.637  -2.257  0.275
H  1.575  8.317  -3.108  0.324
C  -2.028  7.188  2.940  -0.350
C  -1.204  6.178  2.112  -0.415
O  -1.453  6.171  0.747  -0.465
O  -1.666  8.508  2.681  -0.516
H  -1.911  6.946  3.997  0.310
H  -3.098  7.069  2.773  0.305
H  -1.419  5.158  2.430  0.302
H  -0.161  6.437  2.291  0.261
H  -2.352  5.884  0.572  0.258
H  -2.286  9.091  3.126  0.308
C  0.628  0.690  -8.982  -0.434
C  -0.295  -0.230  -8.233  -0.332
O  -0.183  0.082  -6.879  -0.490
O  1.855  -0.027  -9.210  -0.485
H  0.661  1.672  -8.510  0.291
H  0.272  0.832  -10.002  0.352
H  -0.138  -1.271  -8.515  0.256
H  -1.335  0.045  -8.404  0.277
H  0.749  0.157  -6.662  0.286
H  2.232  0.203  -10.062  0.284
C  7.416  0.727  -0.455  -0.447
C  6.284  1.646  -0.167  -0.240
O  5.890  2.466  -1.278  -0.528
O  8.596  1.541  -0.484  -0.504
H  7.262  0.350  -1.466  0.249
H  7.537  -0.039  0.311  0.298
H  6.505  2.237  0.721  0.274
H  5.393  1.058  0.055  0.286
H  5.067  2.902  -1.043  0.307
H  8.639  1.838  0.428  0.305
C  3.548  -2.890  -5.498  -0.478
C  4.217  -1.761  -4.742  -0.244
O  3.369  -0.666  -4.786  -0.488
O  3.853  -2.814  -6.877  -0.534
H  2.479  -2.933  -5.288  0.265
H  3.834  -3.881  -5.144  0.328
H  5.207  -1.434  -5.061  0.293
H  4.348  -1.975  -3.682  0.274
H  3.734  0.048  -4.259  0.267
H  3.453  -2.017  -7.233  0.312
C  5.488  -5.314  0.145  -0.402
C  7.008  -5.583  0.243  -0.225
O  7.543  -4.865  1.307  -0.506
O  4.836  -6.057  -0.897  -0.523
H  5.355  -4.252  -0.062  0.243
H  4.940  -5.557  1.056  0.297
H  7.525  -5.286  -0.669  0.232
H  7.086  -6.662  0.370  0.276
H  8.347  -5.307  1.588  0.308
H  4.850  -6.978  -0.626  0.300

Its LUMO energy is -0.076 eV. The value obtained for the HOMO energy is -9.90 eV. As for the multiplicity: 1. Its energy relative to the best compared isomer or geometry (same formula, charge and spin) is 4.983 eV. Its energy is -2696.89828 a.u.

Entry 3:
Computed, not measured: 2 unconnected molecules or ions with the total composition C8H16ClIN2O3PS3 at a distorted geometry, with the ωB97M-V functional and the def2-TZVPD basis.

Each line ends with the Mulliken charge.
Cartesian coordinates (Å):
C  3.888  -0.992  0.806  -1.335
C  2.710  -0.781  -0.240  -0.211
C  1.346  -1.591  0.127  0.050
Cl  1.454  -2.038  1.901  -0.161
C  0.071  -0.682  -0.208  -0.050
C  0.040  -0.143  -1.712  -0.637
I  0.819  -1.519  -3.206  0.108
O  -1.258  0.301  -2.182  -0.297
S  -2.161  0.996  -0.968  1.237
O  -1.347  2.112  -0.387  -0.744
O  -3.414  1.577  -1.529  -0.657
C  -2.568  -0.361  0.215  -0.241
N  -3.088  0.084  1.526  -0.539
C  -2.213  0.658  2.249  0.551
S  -1.188  1.761  2.943  -0.209
C  -1.316  -1.357  0.283  -0.497
P  -1.657  -2.992  -0.661  0.059
S  -2.614  -2.739  -2.331  -0.302
H  4.827  -0.553  0.323  0.382
H  3.712  -0.373  1.736  0.346
H  4.127  -2.074  1.017  0.349
H  3.067  -1.263  -1.212  0.217
H  2.510  0.306  -0.483  0.196
H  1.348  -2.572  -0.445  0.230
H  0.191  0.242  0.456  0.215
H  0.726  0.768  -1.739  0.564
H  -3.410  -0.960  -0.276  0.361
H  -1.185  -1.689  1.369  0.602
H  -0.418  -3.706  -0.876  0.138
H  -2.394  -3.822  0.267  0.149
N  -0.120  4.681  0.648  -0.379
H  -0.679  3.856  0.395  0.299
H  0.685  4.388  1.207  0.392
H  0.206  5.145  -0.203  0.398
H  -0.695  5.329  1.192  0.419

Its LUMO energy is -4.045 eV. The value obtained for the HOMO energy is -11.11 eV. As for the multiplicity: 1. Its energy is -2943.10434 a.u. As for the charge: +1.

Entry 4:
Computed, not measured: a molecular structure, C19H16CuN5O6S, with the ωB97M-V functional and the def2-TZVPD basis.

Each line ends with the Mulliken charge.
Cartesian coordinates (Å):
Cu  -0.878  0.009  -0.973  -1.033
O  -0.532  -3.755  -2.331  -0.814
C  -0.649  -2.703  -1.699  -0.015
N  -0.416  -1.465  -2.112  0.366
C  -0.013  -1.219  -3.463  -0.464
C  -0.257  0.237  -3.786  0.584
C  0.009  0.777  -5.041  -0.969
C  -0.237  2.117  -5.263  -0.132
C  -0.744  2.899  -4.231  -0.822
C  -0.982  2.296  -3.013  -0.138
N  -0.742  1.000  -2.806  0.058
C  -1.134  -2.714  -0.259  0.632
C  -1.327  -3.894  0.432  -0.498
C  -1.754  -3.824  1.747  -0.217
C  -1.980  -2.584  2.325  -0.637
C  -1.773  -1.448  1.561  -0.105
N  -1.366  -1.521  0.299  0.179
H  1.051  -1.438  -3.623  0.274
H  -0.561  -1.851  -4.174  0.488
H  0.404  0.141  -5.823  0.433
H  -0.035  2.556  -6.232  0.390
H  -0.947  3.952  -4.365  0.400
H  -1.377  2.838  -2.162  0.467
H  -1.121  -4.826  -0.074  0.469
H  -1.898  -4.728  2.325  0.398
H  -2.307  -2.490  3.351  0.433
H  -1.941  -0.450  1.949  0.414
O  0.334  4.544  2.934  -0.647
C  0.118  3.648  2.149  0.465
C  1.137  2.676  1.610  -0.016
O  2.309  2.591  1.974  -0.823
C  0.442  1.826  0.649  1.460
C  -0.945  2.140  0.674  0.873
O  -1.793  1.460  -0.009  -0.914
C  -1.218  3.284  1.540  -0.142
O  -2.286  3.827  1.762  -0.685
O  0.917  0.904  -0.075  -0.688
C  2.087  0.254  4.351  -0.730
N  1.680  -0.906  3.578  -0.102
C  2.190  -1.238  2.372  0.172
N  2.934  -0.311  1.752  -0.390
S  1.914  -2.770  1.720  -0.393
H  1.605  0.200  5.325  0.368
H  1.792  1.187  3.875  0.094
H  3.171  0.275  4.494  0.276
H  1.233  -1.674  4.047  0.240
H  2.799  0.684  1.943  0.176
H  3.090  -0.512  0.777  0.266

Its LUMO energy (spin up / spin down) is 2.492 / 2.463 eV. The value obtained for the HOMO energy (spin up / spin down) is -4.37 / -4.35 eV. As for the multiplicity: 2. Its energy relative to the best compared isomer or geometry (same formula, charge and spin) is 0.000 eV. Its energy is -3497.69704 a.u. As for the charge: -1. The expectation value of S² is 0.753.